# 1
ORCA calculation (wB97M-V/def2-TZVPD) on 6 unconnected molecules or ions with the total composition C33H80NO23P2S6 at a distorted geometry.

Properties
- E_HOMO: -11.772 eV

The geometry in ORCA input format:
```
! RIJCOSX wB97M-V def2-TZVPD def2/J DEFGRID3
* xyz 1 1
C -1.66 5.46 -2.33
C -0.75 4.31 -3.07
C 0.61 3.88 -2.25
C 0.35 3.36 -0.71
C 0.71 1.80 -0.42
C -0.12 0.69 -1.29
C 0.13 0.58 -2.93
N -0.79 -0.62 -3.23
C -1.05 -0.56 -4.72
C -2.02 -0.50 -2.33
C -3.10 -1.73 -2.26
C -2.65 -3.12 -2.99
C -3.94 -3.71 -3.85
S -4.25 -2.82 -5.47
O -4.79 -1.37 -5.33
O -2.94 -2.78 -6.30
O -5.45 -3.69 -6.38
C -1.70 0.38 -0.94
C -1.96 -0.36 0.51
O -1.59 0.46 1.68
C -2.01 -0.30 2.87
C -2.17 0.68 4.22
O -0.81 1.05 4.62
C -0.67 2.52 4.76
C -0.78 3.32 3.31
P -2.93 1.87 -0.83
P -4.97 1.29 -1.34
O -5.90 2.56 -0.99
O -5.22 0.97 -3.04
O -5.55 0.00 -0.29
H -1.14 6.53 -2.35
H -2.04 5.19 -1.26
H -2.64 5.59 -3.00
H -1.47 3.43 -3.34
H -0.38 4.78 -4.10
H 1.27 4.87 -2.18
H 1.26 3.13 -2.91
H -0.74 3.69 -0.36
H 1.08 4.01 -0.03
H 1.88 1.65 -0.63
H 0.58 1.55 0.73
H 0.39 -0.33 -0.93
H 1.25 0.51 -3.26
H -0.53 1.46 -3.33
H -0.15 -1.42 -2.97
H -0.68 -1.57 -5.23
H -0.46 0.34 -5.20
H -2.22 -0.51 -4.99
H -2.64 0.32 -2.94
H -4.10 -1.37 -2.81
H -3.45 -2.01 -1.16
H -2.46 -3.93 -2.14
H -1.67 -3.07 -3.62
H -4.89 -3.79 -3.15
H -3.64 -4.83 -4.13
H -5.88 -2.96 -6.95
H -1.49 -1.43 0.49
H -3.14 -0.52 0.59
H -3.05 -0.83 2.74
H -1.19 -1.15 3.04
H -2.88 1.59 3.96
H -2.75 0.02 5.01
H 0.42 2.73 5.19
H -1.43 2.95 5.57
H -0.36 4.42 3.44
H -0.31 2.74 2.41
H -1.95 3.45 3.11
H -3.01 2.34 0.56
H -6.18 1.23 -3.25
H -5.99 -0.67 -0.89
O 0.10 -5.59 5.21
S 0.66 -4.36 4.69
O 0.20 -3.76 3.46
O 2.29 -4.51 4.62
C 2.84 -5.58 3.87
C 2.72 -5.34 2.38
C 0.60 -3.12 5.96
H 2.37 -6.53 4.16
H 3.90 -5.65 4.14
H 1.68 -5.33 2.06
H 3.24 -6.12 1.81
H 3.15 -4.37 2.11
H 0.98 -3.54 6.89
H -0.44 -2.82 6.09
H 1.19 -2.26 5.65
O 3.11 -1.26 7.63
S 4.16 -0.69 6.82
O 5.52 -1.18 6.86
O 4.18 0.93 7.03
C 4.34 1.43 8.35
C 5.77 1.28 8.84
C 3.63 -0.69 5.12
H 3.63 0.95 9.04
H 4.09 2.50 8.32
H 6.03 0.22 8.95
H 5.90 1.76 9.81
H 6.47 1.72 8.13
H 2.61 -0.29 5.07
H 3.64 -1.73 4.77
H 4.32 -0.09 4.53
O 5.23 1.66 3.52
S 5.79 2.89 3.00
O 5.33 3.49 1.76
O 7.42 2.74 2.93
C 7.97 1.67 2.18
C 7.85 1.91 0.68
C 5.73 4.13 4.27
H 7.50 0.72 2.46
H 9.03 1.60 2.44
H 6.81 1.92 0.36
H 8.37 1.13 0.12
H 8.28 2.88 0.41
H 6.11 3.71 5.20
H 4.69 4.43 4.39
H 6.32 4.99 3.96
O 6.12 -0.98 -0.68
S 4.88 -1.33 -1.34
O 4.13 -2.52 -1.00
O 5.12 -1.30 -2.95
C 6.14 -2.12 -3.50
C 5.74 -3.59 -3.51
C 3.78 0.06 -1.24
H 7.09 -1.98 -2.96
H 6.30 -1.80 -4.53
H 5.64 -3.97 -2.49
H 6.49 -4.20 -4.02
H 4.77 -3.72 -4.00
H 4.32 0.97 -1.53
H 3.44 0.14 -0.21
H 2.93 -0.12 -1.90
O -10.12 1.82 -6.37
S -10.16 0.38 -6.56
O -10.92 -0.49 -5.70
O -8.63 -0.18 -6.65
C -7.74 0.08 -5.57
C -8.07 -0.77 -4.36
C -10.63 0.05 -8.24
H -7.75 1.15 -5.32
H -6.73 -0.16 -5.92
H -9.04 -0.52 -3.95
H -7.32 -0.63 -3.58
H -8.10 -1.83 -4.64
H -10.04 0.67 -8.91
H -11.69 0.29 -8.34
H -10.47 -1.01 -8.45
*
```

These are the Mulliken partial charges, in e, on atoms 1 to 5:
1 C -1.015
2 C -0.166
3 C -0.475
4 C -0.223
5 C -0.410

=====

# 2
ORCA calculation (wB97M-V/def2-TZVPD) on 10 unconnected molecules or ions with the total composition C33H83N3O10 at a distorted geometry.

Properties
- SMILES string: CC1(C)CCCC(C)(C)N1O.CC1(C)CCCC(C)(C)N1O.CC1(C)CCCC(C)(C)N1O.CO.CO.CO.CO.CO.CO.O
- E_HOMO: -7.723 eV

The geometry in ORCA input format:
```
! RIJCOSX wB97M-V def2-TZVPD def2/J DEFGRID3
* xyz 0 1
C -0.11 -5.12 0.46
O -1.43 -4.94 -0.02
H 0.14 -6.17 0.33
H 0.58 -4.45 -0.08
H -0.03 -4.76 1.49
H -1.73 -4.02 0.09
C -4.09 2.45 0.62
O -4.51 3.41 -0.40
H -3.62 1.68 0.01
H -3.36 3.03 1.19
H -4.90 2.11 1.24
H -3.92 4.16 -0.42
C -1.74 -0.01 -4.34
O -0.38 0.17 -4.71
H -1.93 0.31 -3.31
H -2.35 0.64 -4.97
H -2.00 -1.07 -4.37
H -0.10 1.05 -4.41
C 1.31 -1.07 2.65
O 0.92 -1.41 3.97
H 2.35 -0.74 2.51
H 1.19 -1.99 2.07
H 0.63 -0.34 2.21
H 0.66 -0.59 4.42
C -1.77 -1.06 -0.43
O -2.17 -2.15 0.38
H -1.03 -1.32 -1.19
H -2.58 -0.69 -1.07
H -1.35 -0.28 0.20
H -3.11 -2.09 0.56
C -3.07 -3.63 -3.21
O -4.45 -3.86 -2.85
H -3.06 -3.11 -4.16
H -2.48 -3.10 -2.45
H -2.63 -4.62 -3.40
H -4.44 -4.66 -2.33
O -4.90 -2.64 -0.07
H -5.67 -3.17 0.16
H -4.71 -2.86 -1.00
C 2.29 5.00 -3.48
C 2.82 3.71 -2.79
C 3.75 4.06 -1.62
C 3.00 4.46 -0.36
C 2.03 3.36 0.07
C 1.05 2.96 -1.04
N 1.76 2.80 -2.33
O 0.82 2.48 -3.33
C 0.52 1.55 -0.72
C -0.10 3.98 -1.08
C 3.62 2.92 -3.83
H 1.72 4.75 -4.38
H 3.18 5.53 -3.82
H 1.64 5.63 -2.88
H 4.54 3.31 -1.58
H 4.18 5.03 -1.90
H 2.43 5.36 -0.63
H 3.65 4.73 0.47
H 1.45 3.74 0.91
H 2.62 2.49 0.39
H 0.30 1.57 0.36
H -0.47 1.43 -1.15
H 1.20 0.72 -0.89
H -0.98 3.59 -1.60
H -0.41 4.29 -0.09
H 0.17 4.88 -1.64
H 3.00 2.66 -4.68
H 3.99 2.00 -3.38
H 4.49 3.48 -4.19
H 0.32 3.31 -3.45
C -2.20 -0.10 3.33
C -2.20 0.86 4.51
C -3.10 0.22 5.62
C -2.80 0.74 7.03
C -1.28 0.61 7.30
C -0.44 1.40 6.31
N -0.82 1.07 4.92
O -0.03 1.72 3.94
C -0.48 2.92 6.58
C 1.00 0.90 6.47
C -2.91 2.17 4.09
H -3.22 -0.21 2.93
H -1.72 -1.06 3.45
H -1.80 0.42 2.44
H -4.13 0.45 5.39
H -2.95 -0.86 5.56
H -3.39 0.29 7.83
H -3.05 1.80 7.09
H -0.98 -0.40 7.56
H -1.22 1.15 8.26
H -1.52 3.26 6.67
H -0.03 3.17 7.54
H -0.02 3.48 5.77
H 1.70 1.07 5.65
H 1.49 1.20 7.40
H 1.00 -0.20 6.43
H -3.97 1.98 3.91
H -2.41 2.46 3.16
H -2.83 3.02 4.78
H -0.29 2.65 4.05
C 3.83 -1.17 -4.00
C 3.18 -2.16 -3.00
C 2.49 -1.27 -1.95
C 1.32 -1.93 -1.22
C 0.38 -2.53 -2.27
C 1.03 -3.54 -3.22
N 2.22 -2.94 -3.76
O 2.74 -3.54 -4.91
C 1.30 -4.84 -2.43
C 0.00 -3.83 -4.33
C 4.21 -3.05 -2.28
H 3.03 -0.71 -4.57
H 4.45 -0.45 -3.47
H 4.51 -1.69 -4.68
H 3.21 -1.06 -1.15
H 2.18 -0.32 -2.40
H 1.65 -2.73 -0.55
H 0.75 -1.28 -0.55
H -0.04 -1.72 -2.88
H -0.51 -3.00 -1.83
H 1.93 -4.63 -1.56
H 1.76 -5.63 -3.01
H 0.37 -5.22 -2.01
H -0.47 -2.95 -4.77
H -0.81 -4.42 -3.91
H 0.47 -4.35 -5.16
H 3.73 -3.44 -1.38
H 4.57 -3.87 -2.89
H 5.06 -2.47 -1.92
H 3.30 -4.28 -4.60
*
```

These are the Mulliken partial charges, in e, on atoms 1 to 5:
1 C -0.490
2 O -0.519
3 H 0.287
4 H -0.032
5 H 0.308

=====

| no. | LUMO level (eV) | HOMO-LUMO gap (hartree) |
| --- | --- | --- |
| 1 | -2.902 | 0.3260 |
| 2 | 0.202 | 0.2912 |